1.
Formula: C2H9N2
Source: OMol25
Level of theory: wB97M-V/def2-TZVPD

```
13
C2H9N2 wB97M-V/def2-TZVPD
N -0.307 0.119 -0.364
C -0.286 0.839 -1.502
H 1.898 -1.248 1.721
H 2.601 -0.162 0.707
H -1.225 1.149 -1.935
H -1.700 -0.066 1.202
H 0.574 -0.097 0.196
H -1.426 -1.542 0.223
C -1.529 -0.444 0.190
H 1.655 0.362 1.946
H 0.669 1.093 -1.962
N 1.767 -0.363 1.248
H -2.356 -0.166 -0.464
```

Summary:
- Total charge: 0
- Orbital gap (alpha / beta): 5.580 / 9.996 eV
- Multiplicity: 2

Atomic partial charges in e from the Löwdin method, atoms 1 to 4: N -0.217; C -0.126; H 0.049; H 0.054

2.
Formula: C2H9N2
Source: OMol25
Level of theory: wB97M-V/def2-TZVPD

```
13
C2H9N2 wB97M-V/def2-TZVPD
H -1.770 0.050 1.049
H -1.234 -0.296 -1.987
N 2.287 -0.049 1.070
N 0.081 0.521 -0.542
H 2.179 -0.761 1.795
H 2.832 0.634 1.588
H 2.813 -0.496 0.329
C -1.999 -0.521 0.144
H 0.559 -0.066 0.191
H 0.702 0.451 -1.358
C -1.282 -0.038 -0.949
H -2.984 -0.950 0.080
H 0.078 1.535 -0.486
```

Summary:
- Total charge: 0
- Orbital gap (alpha / beta): 4.137 / 8.091 eV
- Multiplicity: 2

Atomic partial charges in e from the Löwdin method, atoms 1 to 4: H -0.001; H 0.035; N 0.000; N 0.050

3.
Formula: C2H9N2
Source: OMol25
Level of theory: wB97M-V/def2-TZVPD

```
13
C2H9N2 wB97M-V/def2-TZVPD
H 1.578 0.055 1.887
C -1.413 -1.507 -1.202
H 0.604 1.210 2.531
H 0.545 0.621 0.140
H 2.082 1.592 1.950
H 0.151 1.089 -1.412
H -2.392 -1.931 -1.024
H 0.954 -0.360 -1.142
N 0.225 0.278 -0.807
H -1.842 0.463 -0.503
C -1.118 -0.315 -0.714
N 1.271 1.012 1.802
H -0.644 -2.209 -1.505
```

Summary:
- Total charge: +1
- Orbital gap: 11.781 eV

Atomic partial charges in e from the Löwdin method, atoms 1 to 4: H 0.046; C 0.081; H 0.051; H 0.088

4.
Formula: C2H9N2
Source: OMol25
Level of theory: wB97M-V/def2-TZVPD

```
13
C2H9N2 wB97M-V/def2-TZVPD
H 1.493 -0.780 1.284
H -3.934 -0.442 -0.618
H -3.817 0.768 0.464
H 2.204 0.946 -1.159
C 2.186 0.796 -0.082
H 3.211 0.854 0.271
H 1.577 1.592 0.338
H -0.376 -1.207 -0.369
H 1.837 -1.408 -0.419
N 0.147 -0.333 -0.153
C 1.442 -0.574 0.185
H -2.493 -0.053 0.025
N -3.477 -0.159 0.234
```

Summary:
- Total charge: +1
- Orbital gap: 3.720 eV

Atomic partial charges in e from the Löwdin method, atoms 1 to 4: H 0.237; H 0.018; H 0.026; H 0.090

5.
Formula: C2H9N2
Source: OMol25
Level of theory: wB97M-V/def2-TZVPD

```
13
C2H9N2 wB97M-V/def2-TZVPD
C 0.709 -0.915 0.787
H 1.182 -1.847 0.529
H -0.277 -1.131 1.206
N 0.552 -0.097 -0.446
H -1.890 1.768 -0.413
H -1.645 1.113 1.036
H -1.052 0.258 -0.349
H 1.219 -0.389 1.598
H -2.764 0.407 0.010
C 1.624 0.028 -1.104
H 1.627 0.302 -2.152
N -1.862 0.870 0.065
H 2.578 -0.367 -0.766
```

Summary:
- Total charge: +1
- Orbital gap: 11.328 eV

Atomic partial charges in e from the Löwdin method, atoms 1 to 4: C -0.098; H 0.087; H 0.067; N -0.126

6.
Formula: C2H9N2
Source: OMol25
Level of theory: wB97M-V/def2-TZVPD

```
13
C2H9N2 wB97M-V/def2-TZVPD
C -0.568 -1.872 -1.344
N -0.357 -0.392 0.671
H 1.248 2.657 0.064
H -0.065 0.658 0.508
H 1.163 -0.582 -0.985
N 0.609 2.428 0.834
H -1.279 -0.585 0.818
H -1.654 -1.787 -1.141
H -0.156 -2.237 -2.236
H 0.234 -0.759 1.400
H -0.226 2.953 0.689
C 0.216 -1.020 -0.544
H 1.081 2.778 1.672
```

Summary:
- Total charge: +1
- Orbital gap: 11.371 eV

Atomic partial charges in e from the Löwdin method, atoms 1 to 4: C 0.097; N 0.172; H 0.058; H 0.132

7.
Formula: C2H9N2
Source: OMol25
Level of theory: wB97M-V/def2-TZVPD

```
13
C2H9N2 wB97M-V/def2-TZVPD
H 0.785 1.262 -1.372
C 0.073 0.487 -1.642
H -1.058 -1.900 -1.404
C -1.020 -1.326 -0.485
H 1.445 1.072 1.710
H 0.474 -0.176 -2.410
N 0.650 0.507 2.007
H 0.187 -0.009 0.493
H -1.688 -1.484 0.352
H -0.792 0.998 -2.063
H 1.123 -0.174 2.603
H 0.086 1.035 2.665
N -0.265 -0.292 -0.453
```

Summary:
- Total charge: +1
- Orbital gap: 10.572 eV

Atomic partial charges in e from the Löwdin method, atoms 1 to 4: H 0.098; C -0.016; H 0.121; C 0.163

8.
Formula: C2H9N2
Source: OMol25
Level of theory: wB97M-V/def2-TZVPD

```
13
C2H9N2 wB97M-V/def2-TZVPD
H 0.469 -1.222 -2.540
H 1.440 -0.412 0.810
N 0.725 0.105 0.328
H -0.167 1.120 2.452
C -0.572 -0.204 0.889
H -1.699 0.168 2.560
C -0.871 0.462 1.955
H -0.897 -1.152 0.664
H -0.751 -0.139 -1.916
H 0.646 -0.124 -0.693
H 0.549 0.576 -2.721
N 0.226 -0.261 -2.137
H 0.901 1.084 0.348
```

Summary:
- Total charge: +1
- Orbital gap: 11.801 eV

Atomic partial charges in e from the Löwdin method, atoms 1 to 4: H 0.118; H 0.168; N 0.143; H 0.097